The following is a quantum chemistry calculation of ClHN2O in the gas phase at a distorted geometry, from OMol25.

```
5
Properties=species:S:1:pos:R:3:forces:R:3
O -1.073 1.461 0.058 -0.4 0.7 -0.1
N 0.007 0.905 0.006 -0.6 -2.5 0.1
N 1.104 1.476 -0.051 3.3 -0.8 0.1
Cl 2.523 0.019 0.024 -2.4 2.1 -0.2
H 0.008 -0.148 -0.001 0.1 0.6 0.1
```
Forces are in eV/Å.

Calculated values
Relative energy (zero: lowest compared OMol25 entry of this formula, charge and spin)   3.368 eV
HOMO-LUMO gap   9.27 eV
Max |F|   3.37 eV/A

Just the Löwdin charges please, in e? Sure, here they are: atom 1 (O): 0.003, atom 2 (N): -0.362, atom 3 (N): -0.102, atom 4 (Cl): 0.311, atom 5 (H): 0.150